Computed, not measured: C32H37ClGaN2Si2 as an isolated structure at a distorted geometry, with the ωB97M-V functional and the def2-TZVPD basis.

**Relative energy (zero: lowest compared OMol25 entry of this formula, charge and spin)**: 478.5 kJ/mol
**Largest force on an atom**: 3.24 eV Å⁻¹
**Total energy**: -4314.7148 hartree
**Molecular weight**: 611.01 Da
**Gap between HOMO and LUMO (alpha / beta)**: 5.661 / 4.724 eV
**Total charge**: +1
**E_LUMO (alpha / beta)**: -3.1 / -3.1 eV

Each line ends with the Löwdin charge.
CARTESIAN COORDINATES (ANGSTROEM)
C  -2.089  -1.230  5.221  -0.150
C  -2.683  -0.494  4.156  -0.148
C  -2.287  -1.104  2.929  -0.130
H  -3.451  0.274  4.287  0.113
C  -1.337  -2.150  3.232  -0.204
C  -1.329  -2.302  4.674  -0.152
H  -0.886  -3.132  5.212  0.115
H  -2.302  -1.074  6.288  0.115
H  -2.727  -0.911  1.942  0.116
H  -0.974  -2.888  2.532  0.093
Ga  0.145  -0.502  3.494  0.374
Si  -0.693  -0.644  -2.940  0.878
C  -0.350  0.925  -4.045  -0.314
C  0.819  1.079  -4.821  -0.108
H  1.527  0.245  -4.920  0.105
C  1.111  2.313  -5.447  -0.075
H  2.041  2.427  -6.012  0.105
C  0.187  3.378  -5.375  -0.078
H  0.415  4.336  -5.888  0.113
C  -1.042  3.140  -4.726  -0.092
H  -1.788  3.930  -4.758  0.100
C  -1.329  1.924  -4.094  -0.118
H  -2.288  1.708  -3.635  0.092
C  -0.124  -1.956  -4.124  -0.304
C  -0.689  -1.832  -5.423  -0.112
H  -1.465  -1.045  -5.554  0.112
C  -0.235  -2.623  -6.484  -0.077
H  -0.637  -2.470  -7.488  0.105
C  0.814  -3.560  -6.317  -0.078
H  1.254  -4.100  -7.185  0.116
C  1.354  -3.708  -5.035  -0.081
H  2.225  -4.367  -4.881  0.106
C  0.855  -2.953  -3.929  -0.072
H  1.262  -3.084  -2.897  0.092
H  -2.102  -0.585  -2.680  -0.003
Si  2.074  0.486  -1.343  0.781
C  1.033  -1.059  -0.790  -0.430
C  -0.397  -0.898  -0.631  -0.302
H  -0.990  0.056  -0.515  0.104
C  -1.174  -2.071  -0.383  -0.153
H  -2.254  -2.036  -0.604  0.114
C  -0.567  -3.264  -0.075  -0.107
H  -1.171  -4.176  0.066  0.120
C  0.840  -3.346  -0.006  -0.103
H  1.271  -4.299  0.213  0.099
C  1.642  -2.291  -0.390  -0.164
H  2.731  -2.435  -0.488  0.119
C  0.917  1.892  -0.753  -0.331
C  0.256  1.642  0.484  -0.197
H  0.450  0.716  1.072  -0.008
C  -0.783  2.477  0.924  -0.125
H  -1.467  2.130  1.724  0.097
C  -1.041  3.681  0.248  -0.080
H  -1.859  4.326  0.568  0.104
C  -0.291  4.007  -0.892  -0.081
H  -0.552  4.907  -1.473  0.111
C  0.711  3.153  -1.398  -0.075
H  1.238  3.438  -2.330  0.110
H  3.387  0.751  -0.770  -0.084
Cl  2.099  -0.483  2.372  0.301
N  1.073  -0.822  5.418  -0.012
C  1.898  0.406  5.876  -0.169
C  0.848  1.506  6.169  -0.191
C  0.608  2.354  4.951  -0.156
N  -0.146  1.501  3.909  0.032
H  1.654  -1.664  5.263  0.116
H  0.344  -1.041  6.112  0.090
H  2.460  0.172  6.815  0.130
H  2.609  0.739  5.068  0.113
H  -0.096  1.042  6.506  0.118
H  1.165  2.139  7.020  0.132
H  -0.047  3.205  5.181  0.132
H  1.534  2.706  4.493  0.132
H  -0.052  1.901  2.954  0.054
H  -1.152  1.586  4.125  0.104